Record 1
The following is a DFT calculation (the ωB97M-V functional and the def2-TZVPD basis) of a single C8H11ClN2 molecule at a distorted geometry.

## Properties
Charge ... 0
Energy relative to the best compared isomer or geometry (same formula, charge and spin) ... 297.7 kJ/mol
SMILES string ... ClC1([C@]23CC[C@H](CC2)C3)N=N1
DFT total energy ... -881.02458 Ha
E_LUMO ... 0.10 eV
Orbital gap ... 10.101 eV

```
22
Properties=species:S:1:pos:R:3:mulliken_charge:R:1
Cl -1.85242 -1.52434 3.22855 -0.218
C -0.39591 -1.80942 2.34433 0.611
C -0.24133 -0.71587 1.08317 0.629
C 1.23423 -0.62393 0.62975 -1.012
C 1.17265 -0.09523 -0.80111 -0.855
C -0.36926 0.07615 -0.97080 0.331
C -0.81816 1.26547 -0.20659 -0.742
C -0.91403 0.64502 1.22456 -1.221
C -0.90150 -1.18231 -0.27383 -0.888
N 0.81546 -2.25611 2.93238 -0.242
N 0.15739 -3.15893 2.36294 -0.245
H 1.70461 -1.63642 0.71451 0.387
H 1.91006 -0.07864 1.36987 0.369
H 1.67787 0.92520 -0.84221 0.286
H 1.53715 -0.80298 -1.51684 0.371
H -0.54493 0.06011 -2.16348 0.333
H -1.70512 1.75877 -0.73564 0.297
H -0.03907 2.05450 -0.12148 0.271
H -0.54149 1.32673 1.90069 0.453
H -1.91772 0.30607 1.49019 0.464
H -2.00764 -1.35312 -0.27663 0.293
H -0.40327 -2.10435 -0.64886 0.329
```



Record 2
The following is a DFT calculation (the ωB97M-V functional and the def2-TZVPD basis) of 6 unconnected molecules or ions with the total composition C12H26N2O19S4 at a distorted geometry.

## Properties
Charge ... 0
SMILES string ... C[N+](=O)[O-].O=S1(=O)OCCO1.O=S1(=O)OCCO1.O=S1(=O)OCCO1.O=S1(=O)OCCO1.CN(C)C=O
DFT total energy ... -3604.31490 Ha
E_LUMO ... -0.49 eV
Orbital gap ... 8.512 eV

```
63
Properties=species:S:1:pos:R:3:mulliken_charge:R:1
C -14.45516 6.24258 25.08197 -0.689
N -13.21078 6.46931 25.93053 0.803
O -12.29152 5.68077 26.11177 -0.455
O -13.37122 7.52380 26.53266 -0.505
H -14.58537 7.15885 24.50613 0.286
H -15.30590 5.99433 25.71656 0.269
H -14.27397 5.43192 24.37620 0.299
O -8.18604 6.59278 27.53066 -0.534
S -8.85539 7.04021 28.76910 1.173
O -8.23012 6.91133 30.08977 -0.467
O -9.38314 8.60085 28.61226 -0.412
C -10.72277 8.75140 29.05550 -0.383
C -11.30902 7.34619 29.33587 -0.282
O -10.40349 6.48373 28.74132 -0.306
H -10.95016 9.47410 29.83914 0.345
H -11.11720 9.38774 28.26329 0.228
H -12.35220 7.32436 29.02060 0.317
H -11.34069 7.26728 30.42255 0.281
O -7.26588 3.67927 29.95570 -0.392
S -7.93638 2.70754 29.06769 0.875
O -7.62694 1.27605 29.18766 -0.426
O -9.57502 2.99639 28.86424 -0.346
C -9.91432 3.37312 27.53191 -0.022
C -8.93583 2.69490 26.64910 -0.103
O -7.82923 3.09046 27.40943 -0.406
H -10.91822 3.09302 27.21280 0.338
H -9.93899 4.45692 27.41851 0.029
H -8.75034 2.91520 25.59783 0.268
H -9.10048 1.61750 26.63464 0.167
O -3.76336 9.19817 32.21119 -0.512
S -3.95714 7.78789 32.49465 1.024
O -3.99980 7.25676 33.87230 -0.516
O -5.26414 7.25566 31.59633 -0.262
C -4.86531 6.29496 30.60196 -0.076
C -3.53522 5.63051 31.10180 -0.336
O -2.88940 6.80750 31.59115 -0.372
H -5.71976 5.61906 30.56764 0.137
H -4.61062 6.86655 29.70949 0.221
H -3.12180 5.21604 30.18236 0.341
H -3.81008 4.99647 31.94474 0.357
O -8.75458 -0.73252 23.75819 -0.554
S -9.04852 0.56530 23.20191 1.181
O -9.91016 1.51992 23.82305 -0.487
O -7.61444 1.29286 22.74248 -0.311
C -6.99786 0.50437 21.83120 -0.335
C -8.17027 0.32044 20.84723 -0.320
O -9.39652 0.35833 21.64472 -0.313
H -6.13914 1.02236 21.40412 0.314
H -6.66945 -0.47288 22.18506 0.274
H -8.07380 -0.58593 20.24950 0.304
H -8.28159 1.23658 20.26721 0.264
C -9.43482 -2.23242 29.60365 -0.893
N -8.12877 -2.85960 29.62591 0.061
C -8.10899 -4.38948 29.48558 -1.009
C -6.98306 -2.18849 29.87309 0.357
O -5.86781 -2.68153 29.91052 -0.613
H -9.80161 -2.12208 28.58317 0.282
H -9.55214 -1.23569 30.02894 0.328
H -10.18064 -2.96043 29.92277 0.336
H -8.48468 -4.98769 28.65546 0.332
H -7.07189 -4.71904 29.54807 0.335
H -8.49498 -4.84863 30.39568 0.360
H -7.12686 -1.09841 29.92995 0.154
```



Record 3
The following is a DFT calculation (the ωB97M-V functional and the def2-TZVPD basis) of a single C6H12N2O molecule.

## Properties
Charge ... 0
Energy relative to the best compared isomer or geometry (same formula, charge and spin) ... 357.4 kJ/mol
DFT total energy ... -420.44777 Ha
E_LUMO ... 0.70 eV
Orbital gap ... 7.841 eV

```
21
Properties=species:S:1:pos:R:3:mulliken_charge:R:1
C 1.32867 1.28438 0.62367 -1.613
C -1.71041 1.64296 -0.72443 -1.400
C 0.60052 -0.45326 -1.12749 -0.734
C 1.11082 -0.12568 0.14403 1.215
C -0.65737 -0.46814 0.21345 0.573
N 0.94917 -1.65098 -1.64774 -0.344
N -0.81368 -1.72201 0.81636 -0.522
C -1.65134 0.44310 0.16218 -0.372
O 1.95267 -1.05087 0.78241 -0.592
H 2.34065 -0.65185 1.57013 0.345
H 1.45772 -2.34879 -1.11661 0.212
H 0.40807 -1.99986 -2.42022 0.240
H -0.05979 -2.01794 1.42002 0.229
H -1.72645 -1.89579 1.20862 0.217
H -2.53749 0.22987 0.75648 0.318
H 1.11235 1.37548 1.69222 0.419
H 2.37420 1.55227 0.44443 0.464
H 0.70717 1.98593 0.08080 0.318
H -0.99900 1.52673 -1.54660 0.344
H -2.71712 1.76966 -1.13421 0.401
H -1.46939 2.57479 -0.19751 0.284
```



Record 4
The following is a DFT calculation (the ωB97M-V functional and the def2-TZVPD basis) of a single C5H11NO molecule.

## Properties
Charge ... 0
Energy relative to the best compared isomer or geometry (same formula, charge and spin) ... 133.1 kJ/mol
SMILES string ... C[C@H]1[C@@H](C)N[C@@H]1O
DFT total energy ... -327.08065 Ha
E_LUMO ... 1.05 eV
Orbital gap ... 10.221 eV

```
18
Properties=species:S:1:pos:R:3:mulliken_charge:R:1
C 1.28214 0.87066 0.90331 -1.590
C 0.58076 -0.40106 0.45770 0.432
C -0.94392 -0.34103 0.16604 0.253
C -1.67928 0.96952 0.38881 -1.463
N -0.68285 -0.74697 -1.23261 -0.491
C 0.76548 -0.75433 -1.03866 -0.198
O 1.39607 -1.96004 -1.35300 -0.550
H 1.16867 1.66445 0.15546 0.342
H 0.88843 1.24857 1.85353 0.323
H 2.35517 0.68807 1.02579 0.418
H 0.85342 -1.23558 1.11356 0.268
H -1.50460 -1.12880 0.68713 0.235
H -1.78578 1.16603 1.46253 0.328
H -1.16553 1.82488 -0.06358 0.342
H -2.68940 0.91158 -0.03382 0.388
H -1.03222 -0.12100 -1.95104 0.274
H 1.31968 0.00283 -1.60734 0.356
H 0.87375 -2.65778 -0.93382 0.335
```